Below is a structure of composition C28H37Cl2CrN6O10PS, with properties calculated with wB97M-V/def2-TZVPD.

## Properties
- E_HOMO (alpha / beta): -9.1309 / -9.6512 eV
- Energy above the lowest of the compared OMol25 structures with the same formula, charge and spin: 2.961 eV
- Total charge: +1
- Max |F|: 2.10 eV/A
- Spin multiplicity: 4

Last column: Löwdin spin population.
Element x y z (Å)
Cr  0.396538  -0.489414  0.955794  3.02
C  -1.055830  -2.141501  3.178781  -0.04
C  -0.012165  -1.328927  3.669061  0.08
C  1.149183  -1.537830  2.856597  -0.10
C  0.808798  -2.514053  1.864928  -0.07
C  -0.576672  -2.846284  2.058858  0.08
C  -1.374330  -3.802134  1.248411  0.02
C  1.771783  -3.471454  1.229336  -0.01
C  2.528348  -1.189646  3.322176  -0.01
C  -0.017173  -0.481193  4.891402  0.02
C  -2.428172  -2.303850  3.733360  -0.01
H  -1.558827  -4.719229  1.809375  0.01
H  -0.858584  -4.056276  0.327333  0.00
H  -2.344442  -3.369403  1.006220  0.00
H  1.840593  -4.370915  1.845921  0.00
H  2.769040  -3.043242  1.154722  0.00
H  1.439539  -3.775427  0.238030  0.00
H  2.825681  -1.842386  4.146421  -0.01
H  2.557168  -0.161069  3.677598  0.00
H  3.254070  -1.296258  2.520007  0.00
H  0.595406  -0.961982  5.655528  0.01
H  -1.019090  -0.349350  5.292738  0.00
H  0.426131  0.493665  4.685216  0.00
H  -3.177283  -2.125159  2.962181  0.00
H  -2.617695  -1.631169  4.564453  0.00
H  -2.559943  -3.329463  4.080495  0.00
N  2.062706  2.122139  -1.976501  0.00
C  0.992557  1.831186  -2.947318  0.00
P  -0.462234  1.030278  -2.063172  0.00
O  -1.710770  1.791239  -2.384697  0.00
O  -0.036223  0.953711  -0.634598  0.01
C  -0.859314  -0.636826  -2.862901  0.00
N  -2.221413  -0.431792  -3.379896  0.00
H  2.483686  3.045513  -2.119709  0.00
H  2.802718  1.403062  -1.979426  0.00
H  1.700949  2.105152  -0.948054  0.00
H  1.353801  1.229410  -3.781169  0.00
H  0.587813  2.763001  -3.347811  0.00
H  -0.812137  -1.410294  -2.095227  0.00
H  -0.171224  -0.895188  -3.663587  0.00
H  -2.364750  0.639183  -3.082007  0.00
H  -2.927120  -1.001691  -2.914206  0.00
H  -2.301520  -0.548413  -4.390279  0.00
O  2.348951  -0.393854  0.444373  -0.01
C  2.124709  -0.972943  -0.641066  0.01
O  1.009589  -1.530035  -0.818619  0.01
C  3.144465  -0.850511  -1.713640  0.00
C  4.383382  -0.294119  -1.388987  0.00
C  5.305785  -0.040612  -2.407620  0.00
C  4.996915  -0.271709  -3.741181  0.00
C  3.740304  -0.783972  -4.045950  0.00
C  2.829368  -1.122261  -3.036275  0.00
N  3.281667  -0.863299  -5.395760  0.00
O  4.085902  -0.837477  -6.303358  0.00
O  2.055310  -0.899841  -5.527852  0.00
N  6.572658  0.561878  -2.052767  0.00
O  7.338596  0.818209  -2.955806  0.00
O  6.761467  0.788448  -0.874491  0.00
H  4.623782  -0.059746  -0.362812  0.00
H  5.703966  -0.026850  -4.523376  0.00
H  1.893078  -1.586842  -3.297654  0.00
N  -2.160732  1.018160  2.892106  0.00
C  -2.726809  0.839808  1.690189  0.00
S  -2.159039  -0.399590  0.689467  0.00
N  -3.780889  1.616864  1.414988  0.00
C  -4.622675  1.747699  0.302060  0.00
C  -5.397292  2.906265  0.262448  0.00
C  -6.264407  3.137360  -0.784758  0.00
C  -6.369907  2.214576  -1.811509  0.00
C  -5.621180  1.053198  -1.758724  0.00
C  -4.753456  0.805202  -0.709070  0.00
H  -1.295612  0.524392  3.073248  0.00
H  -2.277830  1.885267  3.399848  0.00
H  -3.978913  2.311613  2.129786  0.00
H  -5.324293  3.631156  1.059662  0.00
H  -6.862042  4.034155  -0.797410  0.00
H  -7.042607  2.398459  -2.634104  0.00
H  -5.724025  0.316215  -2.539043  0.00
H  -4.203119  -0.117837  -0.662282  0.00
Cl  1.211281  4.901870  1.462925  0.00
C  1.136707  3.479332  2.513633  0.00
Cl  -0.289531  3.566802  3.538216  0.00
C  1.131014  2.193256  1.645059  0.00
O  1.801154  2.242502  0.613605  0.01
O  0.471934  1.232207  2.091059  0.00
H  2.022782  3.480889  3.157058  0.00

Cartesian forces (eV/Å) of the 3 atoms listed first:
Cr -0.164 0.910 0.626
C 0.646 0.240 0.051
C -0.003 -0.301 -0.583